[1]
The following is a quantum chemistry calculation of a cluster of 6 separate species, C31H44F15NO15 in total, from the Open Molecules 2025 dataset.

```
106
Properties=species:S:1:pos:R:3:forces:R:3
F -3.060 7.417 -0.512 -0.004 -0.015 0.004
F 9.158 11.954 3.197 -0.005 0.002 0.008
F -5.034 -10.832 -5.783 -0.004 0.000 0.010
F 7.991 12.349 4.974 0.001 -0.016 -0.005
F -4.268 5.676 -0.066 0.010 0.006 0.008
F -6.231 -9.223 -4.958 0.010 -0.008 -0.003
F 8.580 10.320 4.500 0.002 0.010 -0.010
F 5.449 9.527 -2.011 0.063 -0.004 -0.072
F 1.467 -8.524 2.374 0.000 0.008 -0.003
F 1.347 -6.372 2.191 0.001 -0.008 0.016
F -5.862 -11.011 -3.794 0.000 0.015 -0.005
F 4.321 10.032 -3.787 0.014 0.004 0.006
F 5.368 8.137 -3.670 -0.008 0.011 -0.003
F -3.120 6.635 1.503 -0.002 0.003 -0.008
F 2.042 -7.260 4.039 -0.007 -0.009 -0.011
O 7.129 10.649 2.056 0.020 0.022 0.047
O -0.513 -8.556 4.174 0.036 0.034 -0.031
O -3.391 -8.874 -5.010 -0.041 -0.056 0.028
O 1.572 -0.786 1.532 -0.162 -0.256 0.191
O 2.527 8.111 -3.268 0.056 0.018 0.020
O -1.006 -6.471 3.455 -0.024 -0.011 -0.008
O -0.335 0.243 1.068 -0.075 -0.216 0.095
O 5.802 11.638 3.595 0.030 0.007 -0.002
O 3.363 8.106 -1.167 0.004 0.029 -0.018
O -3.803 -9.548 -2.892 -0.012 -0.013 -0.017
O -2.210 -5.169 -2.641 -0.243 0.000 -0.348
O -1.831 4.414 0.758 -0.032 0.056 -0.040
O 0.922 0.969 2.781 0.155 0.243 0.099
O -2.542 -4.589 -0.503 0.001 0.696 0.097
O -1.243 5.547 -1.105 0.023 0.017 -0.014
N -1.260 -2.051 2.660 0.240 0.057 -0.124
C -0.958 -0.799 -1.006 -0.274 0.114 -0.072
C -4.061 -9.499 -4.059 -0.006 0.050 -0.027
C 8.178 11.489 3.979 -0.029 0.012 -0.001
C -3.115 6.302 0.211 0.025 0.000 -0.019
C -1.029 -9.124 -4.433 -0.087 -0.135 -0.025
C -1.991 -4.420 -1.735 0.083 -0.238 0.188
C -4.503 -5.894 0.102 0.013 0.066 -0.072
C -0.758 3.456 0.562 0.189 -0.208 0.044
C -3.984 -4.575 -0.428 -0.183 -0.407 -0.049
C -5.321 -10.163 -4.662 0.017 -0.005 0.023
C -2.194 -8.174 -4.589 0.198 0.212 0.079
C 5.990 10.360 1.207 -0.170 -0.121 -0.160
C -1.813 -1.897 -1.636 0.102 -0.040 -0.097
C -0.271 -7.408 3.570 0.033 -0.008 -0.004
C 1.177 -7.396 3.025 -0.022 0.023 0.002
C 0.561 4.007 1.054 -0.043 0.173 -0.012
C 5.583 11.573 0.403 0.062 0.149 0.088
C 6.867 11.284 3.184 0.006 -0.033 -0.015
C 0.739 0.209 1.888 -0.024 -0.009 -0.204
C -0.491 -1.052 0.431 0.299 -0.028 -0.287
C -1.924 5.377 -0.134 -0.014 -0.022 0.019
C -1.520 -1.837 1.253 -0.269 0.150 0.181
C -1.835 -8.705 4.749 -0.176 -0.044 0.129
C 4.665 9.034 -2.968 -0.052 -0.029 0.070
C -2.853 -9.071 3.693 0.075 0.012 -0.103
C -0.330 -3.113 3.023 0.048 0.034 0.137
C 0.343 8.448 -2.213 0.081 0.175 0.039
C 1.308 7.461 -2.824 -0.279 -0.199 0.028
C -1.067 -3.235 -1.794 0.185 -0.117 0.034
C 3.424 8.361 -2.335 -0.012 -0.029 -0.030
C 0.951 -1.580 0.515 0.129 -0.114 -0.084
H -1.542 0.124 -0.984 -0.022 -0.019 -0.018
H 1.564 6.661 -2.131 0.063 0.060 0.040
H -0.718 3.183 -0.492 -0.036 0.090 -0.019
H -2.100 -7.784 5.267 0.037 0.039 -0.059
H -2.970 -8.269 2.965 -0.013 0.020 0.029
H 0.869 4.877 0.474 0.003 -0.029 -0.032
H -2.548 -9.975 3.165 -0.022 -0.021 0.030
H 0.752 8.887 -1.303 0.001 -0.052 0.019
H 0.125 9.256 -2.912 -0.028 -0.041 -0.032
H -5.587 -5.933 -0.013 -0.004 -0.006 0.072
H -1.721 -9.499 5.483 0.065 -0.010 -0.028
H -0.564 -4.011 2.450 0.000 0.006 0.014
H -0.584 7.936 -1.962 0.006 -0.021 -0.011
H 0.731 -2.867 2.891 -0.018 -0.013 -0.043
H -0.129 -8.560 -4.191 -0.003 0.012 -0.003
H 5.173 9.990 1.824 0.026 0.060 0.064
H 6.423 11.945 -0.184 -0.013 -0.050 -0.044
H -4.397 -4.366 -1.417 0.100 -0.069 -0.035
H -4.067 -6.717 -0.463 -0.030 -0.014 -0.005
H -0.100 -0.607 -1.655 0.056 0.066 0.115
H -4.255 -6.010 1.156 0.030 -0.048 -0.004
H -0.465 -3.358 4.076 -0.053 -0.039 -0.010
H -0.858 -9.676 -5.357 0.031 0.038 -0.012
H 1.514 -1.440 -0.409 -0.094 0.085 -0.033
H -0.539 -3.274 -2.746 0.051 0.026 0.050
H -3.819 -9.252 4.164 0.001 -0.003 0.009
H 6.328 9.554 0.562 0.066 0.014 0.027
H -0.332 -3.370 -0.995 -0.046 0.009 0.004
H 1.331 3.241 0.969 -0.013 -0.020 0.024
H -2.011 -7.450 -5.380 -0.066 -0.038 -0.044
H -2.403 -7.628 -3.671 -0.053 -0.050 0.010
H 0.893 7.014 -3.724 0.078 0.046 -0.052
H -4.257 -3.751 0.234 0.072 0.016 0.016
H -1.063 -1.189 3.151 -0.096 -0.011 0.021
H -1.054 2.586 1.139 -0.087 0.059 0.034
H -2.450 -1.262 1.178 -0.008 -0.030 -0.058
H 4.777 11.301 -0.276 -0.002 -0.005 -0.001
H -1.212 -9.840 -3.632 0.007 0.037 0.030
H -1.715 -2.807 0.790 0.113 0.016 0.039
H 5.233 12.377 1.050 -0.025 -0.039 0.027
H -2.104 -1.562 -2.632 -0.101 0.027 0.036
H 1.007 -2.630 0.794 -0.003 0.034 0.096
H -2.737 -2.022 -1.068 0.062 -0.073 0.017
H 0.483 4.297 2.101 0.019 -0.065 0.018
```
Forces are in eV/Å.

Its HOMO energy is -9.1260 eV. As for the total charge: 0. The LUMO energy is 0.248 eV. Its multiplicity is 1.

[2]
The following is a quantum chemistry calculation of a cluster of 2 separate species, C4H3FNO2 in total at a distorted geometry, from the Open Molecules 2025 dataset.

```
11
Properties=species:S:1:pos:R:3:forces:R:3
F -3.314 0.022 0.270 0.398 -0.031 -0.088
O -0.289 -2.313 -0.136 0.093 -0.150 0.065
O -0.498 2.218 -0.104 0.134 0.044 0.028
N -0.813 -0.067 -0.111 -1.021 0.061 -0.007
C -0.086 1.070 -0.074 0.260 0.293 -0.014
C 1.386 0.696 0.007 0.008 0.011 0.033
C 1.446 -0.624 0.013 -0.007 -0.028 -0.008
C 0.012 -1.132 -0.080 0.312 -0.159 -0.044
H -2.313 -0.022 0.091 -0.421 -0.049 0.054
H 2.297 -1.282 0.069 0.114 -0.061 -0.016
H 2.171 1.432 0.056 0.130 0.068 -0.005
```
Forces are in eV/Å.

Its HOMO energy is -5.3294 eV. As for the total charge: -1. The LUMO energy is 3.909 eV. The energy relative to the best compared isomer or geometry (same formula, charge and spin) comes out at 0.000 eV. Its multiplicity is 1.

[3]
The following is a quantum chemistry calculation of a structure of composition C2H2FO2Rb at a distorted geometry, from the Open Molecules 2025 dataset.

```
8
Properties=species:S:1:pos:R:3:forces:R:3
Rb 2.358 1.386 -0.455 0.374 -0.143 0.169
F -2.805 0.296 0.104 -0.635 -0.145 0.023
O 0.343 -1.140 -0.027 -0.618 -0.138 0.062
O -0.879 1.324 -0.138 -0.336 -0.434 -0.010
C -1.498 0.318 -0.016 1.041 0.606 0.045
C -0.854 -1.078 0.044 0.480 -0.001 -0.201
H 4.858 0.848 0.364 -0.438 0.105 -0.144
H -1.523 -1.953 0.124 0.132 0.150 0.055
```
Forces are in eV/Å.

Its HOMO energy is -5.5160 eV. As for the total charge: 0. The LUMO energy is -2.047 eV. The energy relative to the best compared isomer or geometry (same formula, charge and spin) comes out at 2.446 eV. Its multiplicity is 1.

[4]
The following is a quantum chemistry calculation of a structure of composition C35H29F5IN5O7ReSSe at a distorted geometry, from the Open Molecules 2025 dataset.

```
85
Properties=species:S:1:pos:R:3:forces:R:3
Re 1.051 0.344 -0.367 -2.527 -1.986 1.689
I 3.513 1.654 -0.289 0.055 0.130 0.048
Se -3.128 1.610 -1.061 -0.341 0.081 -0.677
S -0.930 1.986 1.919 -0.448 0.173 0.236
F -0.183 -0.324 -2.965 0.204 -0.187 0.126
F 2.765 -0.252 -3.176 -0.093 0.118 -0.024
F -0.020 1.826 -2.685 -0.048 -0.012 -0.173
F 2.461 1.881 -3.387 -0.017 -0.178 0.061
F 1.443 0.493 -4.705 -0.022 0.131 0.005
O 1.095 3.542 -0.785 -0.024 0.038 0.097
O -0.690 -0.713 -0.434 1.391 0.333 0.494
O 1.944 -1.330 -0.898 0.635 -0.130 0.013
O -0.861 -1.337 1.729 0.061 0.088 -0.222
O 2.434 -3.896 3.928 -0.081 0.030 -0.161
O -0.403 1.156 2.956 0.344 -0.027 0.025
O -2.312 1.859 1.586 0.184 -0.107 0.171
N 2.018 -0.242 1.606 -0.495 0.618 -0.250
N -2.865 2.446 -3.799 -0.078 -0.112 -0.197
N -3.273 0.330 -3.639 0.030 0.037 -0.193
N 0.045 1.961 0.535 1.350 -0.215 -0.716
N 1.721 -4.865 -0.440 0.008 0.038 -0.030
C 2.024 -1.456 2.012 0.222 -0.167 0.084
C 3.574 3.009 2.441 0.023 -0.003 -0.013
C 2.312 0.920 3.785 -0.211 -0.204 -0.055
C 1.515 -3.860 1.718 0.093 -0.013 0.220
C -2.633 3.825 -3.422 0.076 -0.051 -0.072
C -2.745 -4.902 0.602 -0.004 0.059 0.007
C -1.663 -2.819 0.068 0.159 -0.015 -0.034
C 1.902 -3.685 -0.991 -0.105 0.030 -0.169
C 3.168 1.866 1.778 0.082 -0.013 -0.322
C 0.278 6.277 2.487 0.023 0.022 -0.041
C 1.495 -4.946 0.885 -0.030 -0.025 -0.203
C -0.598 3.683 2.299 0.329 0.004 -0.296
C 1.866 -2.487 -0.229 -0.183 0.383 -0.240
C 2.096 -3.582 -2.475 -0.048 0.025 0.064
C 0.145 4.237 1.279 -0.021 -0.059 0.163
C -3.072 0.607 -4.985 -0.090 -0.268 0.216
C -3.133 1.461 -2.902 0.211 -0.011 0.153
C -1.471 -3.252 -1.239 -0.006 -0.023 -0.068
C 0.602 5.541 1.356 -0.011 0.075 0.027
C 3.310 3.115 3.799 0.029 -0.038 -0.017
C 0.470 3.259 0.211 -0.154 0.205 -0.164
C -2.819 1.922 -5.085 0.083 0.282 0.180
C 1.766 -2.594 1.155 -0.188 0.201 -0.054
C -2.549 -5.335 -0.705 -0.020 0.036 0.012
C 1.841 0.685 -3.445 0.127 0.096 0.050
C -1.915 -4.510 -1.625 -0.031 -0.024 0.022
C -3.533 -0.972 -3.055 0.098 0.069 -0.054
C -1.048 -1.537 0.548 -0.262 -0.063 0.006
C 1.210 -3.996 3.180 0.175 -0.026 0.077
C -2.298 -3.647 0.990 0.005 0.006 0.008
C 2.512 0.819 2.414 0.121 0.049 0.045
C 0.643 0.652 -2.454 -0.158 0.508 -0.394
C -0.484 5.712 3.511 0.018 0.042 -0.034
C -0.932 4.401 3.431 -0.171 -0.153 0.121
C 2.685 2.067 4.463 0.136 0.050 0.056
H 2.011 -4.570 -2.922 0.022 0.002 0.015
H -2.517 4.420 -4.326 -0.004 -0.029 -0.027
H 0.515 -3.204 3.476 -0.062 -0.023 0.034
H 2.371 -1.694 3.017 -0.021 0.088 0.011
H 1.786 0.122 4.293 -0.058 0.081 0.027
H -1.762 -4.853 -2.641 0.029 0.021 0.030
H 0.626 7.299 2.580 -0.035 -0.056 0.017
H 1.211 5.947 0.556 -0.075 0.001 0.030
H -2.424 -3.290 2.006 0.002 -0.039 -0.060
H 2.257 -4.143 4.839 -0.037 0.013 0.051
H -1.734 3.897 -2.813 0.032 -0.010 0.040
H -3.242 -5.546 1.319 0.020 0.037 -0.038
H -0.721 6.305 4.386 -0.002 -0.032 -0.032
H 1.351 -2.909 -2.907 0.035 -0.054 -0.001
H -3.119 -0.154 -5.746 -0.011 0.031 0.094
H -2.861 -1.119 -2.213 0.002 0.032 0.041
H -3.352 -1.739 -3.806 -0.018 0.023 -0.040
H -0.953 -2.608 -1.941 -0.062 -0.011 0.045
H -3.476 4.191 -2.842 -0.036 0.015 0.055
H -1.517 3.951 4.225 0.053 0.047 -0.041
H -2.586 2.523 -5.948 -0.057 0.002 0.095
H 2.469 2.154 5.520 0.016 -0.037 -0.016
H -4.558 -1.034 -2.696 -0.044 -0.003 0.019
H 3.072 -3.150 -2.706 -0.030 -0.024 -0.001
H 0.728 -4.960 3.355 0.010 -0.007 0.004
H 1.290 -5.940 1.271 0.000 0.087 0.005
H -2.890 -6.319 -1.004 0.021 0.048 0.004
H 3.599 4.012 4.330 -0.039 -0.033 0.003
H 4.079 3.802 1.905 -0.053 -0.018 0.039
```
Forces are in eV/Å.

Its HOMO energy (alpha / beta) is -6.4249 / -6.4249 eV. As for the total charge: 0. The LUMO energy (alpha / beta) is -1.806 / -1.553 eV. The energy relative to the best compared isomer or geometry (same formula, charge and spin) comes out at 0.924 eV. Its multiplicity is 2.